(1)
ORCA calculation (ωB97M-V with the def2-TZVPD basis set) on C25H29CrF2N2O3PS2 as an isolated structure.

Last column: Löwdin spin population.
CARTESIAN COORDINATES (ANGSTROEM)
Cr (-1.5379, 0.2630, 0.4386)  3.805
S (-3.4179, -0.9902, -0.6401)  0.026
C (-2.6722, -2.5680, -0.8609)  0.010
C (-3.5068, -3.6760, -1.0582)  0.002
C (-3.0165, -4.9610, -1.2365)  0.001
C (-1.6442, -5.1758, -1.2135)  0.002
C (-0.7960, -4.0945, -1.0219)  0.002
C (-1.2698, -2.7886, -0.8544)  0.010
S (-0.0878, -1.4974, -0.6556)  0.039
H (-4.5770, -3.5020, -1.0569)  0.000
H (-3.7053, -5.7879, -1.3793)  0.000
H (-1.2341, -6.1733, -1.3354)  0.000
H (0.2776, -4.2461, -0.9919)  0.001
C (0.5795, 3.6530, 2.0781)  0.001
C (-0.6092, 3.0910, 1.3496)  0.012
O (-1.0596, 1.9775, 1.6491)  0.040
N (-1.2218, 3.9243, 0.4847)  0.005
C (-2.4052, 3.4598, -0.2131)  0.009
C (-2.0876, 2.8048, -1.5318)  0.008
C (-2.3265, 3.4616, -2.7309)  -0.001
C (-2.0079, 2.8286, -3.9188)  0.006
C (-1.4682, 1.5557, -3.8663)  0.000
C (-1.2736, 0.9609, -2.6308)  0.009
N (-1.5720, 1.5730, -1.4829)  0.014
H (1.1425, 2.8294, 2.5111)  0.000
H (0.2203, 4.3100, 2.8742)  0.000
H (1.2037, 4.2136, 1.3869)  0.000
H (-0.6132, 4.5740, -0.0555)  0.001
H (-3.0692, 4.3114, -0.3744)  0.000
H (-2.9234, 2.7373, 0.4199)  0.007
H (-2.7358, 4.4630, -2.7183)  0.000
H (-2.1752, 3.3235, -4.8683)  0.000
H (-1.2050, 1.0155, -4.7658)  0.000
H (-0.8711, -0.0401, -2.5215)  0.002
C (3.0435, -0.1873, 3.3204)  0.002
P (1.8487, -0.5597, 1.9426)  0.009
C (2.8895, -0.0162, 0.5263)  0.001
C (2.0814, -2.3869, 1.9016)  0.001
C (3.2620, -3.0064, 1.5002)  0.001
C (3.3661, -4.3905, 1.4671)  0.000
C (2.2824, -5.1770, 1.8358)  0.000
C (1.0977, -4.5704, 2.2305)  0.000
C (0.9974, -3.1862, 2.2607)  0.001
H (4.0116, -0.6791, 3.1870)  0.000
H (2.6112, -0.5043, 4.2710)  0.000
H (3.2001, 0.8936, 3.3618)  0.000
H (3.9578, -0.1922, 0.6773)  0.000
H (2.7125, 1.0481, 0.3508)  0.000
H (2.5468, -0.5483, -0.3626)  0.000
H (4.1083, -2.4032, 1.1901)  0.000
H (4.2888, -4.8559, 1.1373)  0.000
H (2.3534, -6.2579, 1.7907)  0.000
H (0.2316, -5.1719, 2.4777)  0.000
H (0.0475, -2.7236, 2.5016)  0.000
F (-2.1491, -2.0223, 2.3771)  -0.002
C (-1.8851, -0.6434, 2.3355)  -0.027
F (-3.0081, -0.0715, 2.9929)  0.002
H (-1.0691, -0.5038, 3.0634)  0.000
C (1.7629, 4.7266, -3.1190)  0.000
C (1.2625, 4.4771, -1.6902)  0.000
O (0.4915, 5.3585, -1.2022)  0.000
O (1.6459, 3.4302, -1.1407)  0.000
H (1.3929, 5.6720, -3.5138)  0.000
H (1.4293, 3.9036, -3.7540)  0.000
H (2.8545, 4.7184, -3.1261)  0.000

Output
<S²>: 6.03
Total charge: -2
2S+1: 5
HOMO-LUMO gap (spin up / spin down): 5.31 / 5.62 eV
E_LUMO (spin up / spin down): 4.778 / 4.774 eV

=====

(2)
ORCA calculation (ωB97M-V with the def2-TZVPD basis set) on a 4-piece molecular cluster, C25H29F24INO8S2 overall in a non-equilibrium geometry.

Last column: Löwdin charge in e.
CARTESIAN COORDINATES (ANGSTROEM)
C (3.3707, 6.3288, 2.5930)  0.053
C (3.0009, 5.1299, 3.0188)  -0.290
N (2.0344, 4.3231, 2.3584)  -0.401
S (1.0698, 3.4515, 3.4783)  0.816
C (2.5781, 3.5630, 1.1828)  -0.406
C (1.6642, 2.4350, 0.7225)  -0.171
C (0.2379, 2.8645, 0.3123)  -0.292
C (-0.8294, 1.9404, 0.9209)  -0.650
I (-2.2140, 1.1719, -0.5237)  0.773
C (3.9860, 2.9935, 1.4010)  -0.156
C (4.1052, 2.0515, 2.6119)  -0.208
C (5.0076, 0.8135, 2.4509)  -0.221
S (6.4883, 0.9817, 1.4961)  0.581
O (6.1757, 0.8469, 0.1089)  -0.265
O (7.4640, 0.0593, 2.0211)  -0.315
O (6.9857, 2.4503, 1.8135)  -0.132
C (2.6690, 4.6222, -0.0023)  -0.694
O (1.6766, 5.3487, -0.1599)  -0.037
O (3.7319, 4.6119, -0.6502)  -0.032
H (3.9762, 6.9372, 3.2481)  0.048
H (3.1008, 6.6754, 1.6065)  0.066
H (3.4583, 4.7180, 3.9164)  0.081
H (1.9656, 3.1421, 4.4432)  -0.143
H (1.6306, 1.6117, 1.4362)  0.079
H (2.1463, 2.0239, -0.1652)  0.131
H (0.1648, 2.8739, -0.7684)  0.080
H (0.0607, 3.8792, 0.6527)  0.092
H (-0.4060, 1.0643, 1.3983)  0.022
H (-1.3974, 2.4696, 1.6772)  0.025
H (4.2379, 2.4550, 0.4922)  0.105
H (4.7254, 3.7831, 1.4669)  0.109
H (3.1330, 1.6723, 2.9189)  0.073
H (4.4810, 2.6141, 3.4676)  0.099
H (5.3539, 0.5249, 3.4417)  0.099
H (4.4668, -0.0298, 2.0343)  0.109
H (7.8971, 2.3516, 2.1204)  0.096
C (-2.6702, -1.6431, -4.3869)  -0.034
C (-3.3115, -0.2487, -4.4573)  -0.453
C (-4.0980, 0.1030, -5.7222)  -0.306
F (-3.3041, 0.0932, -6.8116)  0.095
F (-4.6101, 1.3473, -5.5892)  0.100
F (-2.3742, 0.6793, -4.2081)  0.121
F (-4.2239, -0.1994, -3.4429)  0.083
O (-1.2901, -1.7226, -4.6920)  0.031
C (-0.8343, -1.9096, -5.9656)  -0.549
C (0.0175, -0.7273, -6.4409)  -0.284
F (-0.7087, 0.4022, -6.4399)  0.110
F (0.4265, -0.9740, -7.7067)  0.098
F (-1.8281, -2.1817, -6.8289)  0.152
F (-0.0206, -2.9919, -5.9415)  0.140
H (-2.7255, -1.9203, -3.3352)  0.139
H (-3.2489, -2.3886, -4.9328)  0.148
H (-4.9235, -0.5994, -5.8691)  0.171
H (0.8880, -0.6002, -5.7934)  0.178
C (-6.8645, -1.4291, 3.3111)  -0.047
C (-6.9371, -0.1556, 4.1677)  -0.440
C (-6.5364, 1.1703, 3.5151)  -0.309
F (-5.2455, 1.1564, 3.1465)  0.104
F (-6.7080, 2.1616, 4.4217)  0.096
F (-6.2442, -0.3328, 5.3112)  0.135
F (-8.2538, -0.0099, 4.5080)  0.094
O (-5.7309, -2.2567, 3.4702)  0.047
C (-4.5959, -2.0585, 2.7262)  -0.549
C (-3.3925, -1.7267, 3.6137)  -0.290
F (-3.6236, -0.6013, 4.3146)  0.105
F (-2.3127, -1.5339, 2.8306)  0.102
F (-4.7820, -1.1427, 1.7689)  0.145
F (-4.3184, -3.2324, 2.1116)  0.140
H (-7.6908, -2.0430, 3.6660)  0.146
H (-7.0686, -1.2184, 2.2612)  0.147
H (-7.1646, 1.3792, 2.6446)  0.174
H (-3.2002, -2.5491, 4.3061)  0.174
C (1.2932, -5.4997, -1.3818)  -0.048
C (2.8233, -5.4098, -1.2708)  -0.442
C (3.4122, -4.8342, 0.0198)  -0.311
F (3.0430, -3.5533, 0.1939)  0.103
F (4.7612, -4.8789, -0.0638)  0.100
F (3.3232, -4.7570, -2.3371)  0.141
F (3.2782, -6.6991, -1.3299)  0.093
O (0.6329, -4.4911, -2.1147)  0.052
C (0.2153, -3.3287, -1.5229)  -0.535
C (0.8965, -2.1031, -2.1366)  -0.287
F (2.2335, -2.1826, -1.9794)  0.107
F (0.4474, -1.0052, -1.5028)  0.078
F (0.3594, -3.3640, -0.1882)  0.155
F (-1.1113, -3.2114, -1.7743)  0.136
H (1.1158, -6.4042, -1.9615)  0.147
H (0.8300, -5.6644, -0.4084)  0.146
H (3.0958, -5.4258, 0.8840)  0.171
H (0.6621, -2.0372, -3.1978)  0.155

Output
Total charge: -1
2S+1: 1
HOMO-LUMO gap: 6.41 eV
E_LUMO: 1.760 eV

=====

(3)
ORCA calculation (ωB97M-V with the def2-TZVPD basis set) on the molecule C25H29FN2O4.

Last column: natural (NBO) charge in e.
CARTESIAN COORDINATES (ANGSTROEM)
C (-2.8311, 3.7282, 2.7132)  -0.608
C (-2.8253, 2.2075, 2.8072)  -0.427
C (-1.6156, 1.7040, 3.5994)  -0.062
O (-0.3832, 2.0371, 2.9926)  -0.495
C (0.0496, 1.3481, 1.9076)  0.305
C (1.2337, 1.8172, 1.3343)  -0.264
C (1.7903, 1.1752, 0.2502)  -0.187
C (1.1810, 0.0541, -0.3008)  -0.097
C (-0.0047, -0.3990, 0.2558)  -0.165
C (-0.5666, 0.2313, 1.3501)  -0.269
H (-1.4821, -0.1623, 1.7615)  0.212
H (-0.5026, -1.2522, -0.1765)  0.224
C (1.8195, -0.6819, -1.4550)  -0.001
N (1.1608, -0.4557, -2.7306)  -0.409
C (0.7963, -1.5728, -3.3973)  0.587
O (0.3153, -1.6146, -4.5099)  -0.601
C (1.1276, -2.7376, -2.4850)  0.465
O (0.8891, -3.9257, -2.6804)  -0.573
C (1.7389, -2.1770, -1.3072)  -0.303
C (1.9659, -2.9516, -0.2044)  0.484
O (1.7316, -4.2557, -0.2327)  -0.643
H (1.3812, -4.4957, -1.1359)  0.522
C (2.3765, -2.4133, 1.1020)  -0.139
C (1.7270, -2.8788, 2.2441)  -0.140
C (2.0234, -2.3504, 3.4847)  -0.287
C (2.9914, -1.3657, 3.5730)  0.423
C (3.6795, -0.9141, 2.4604)  -0.285
C (3.3648, -1.4400, 1.2233)  -0.139
H (3.9106, -1.1163, 0.3525)  0.219
H (4.4439, -0.1622, 2.5735)  0.234
F (3.2810, -0.8399, 4.7773)  -0.318
H (1.5198, -2.6896, 4.3759)  0.234
H (0.9779, -3.6488, 2.1465)  0.231
C (1.0633, 0.8587, -3.3112)  -0.219
C (-0.1994, 1.6232, -2.9021)  -0.401
H (-0.1972, 1.7779, -1.8231)  0.214
C (-1.4818, 0.8896, -3.3157)  -0.238
N (-1.9439, -0.0117, -2.2695)  -0.452
C (-2.7625, 0.6834, -1.2995)  -0.413
H (-3.6913, 1.0823, -1.7413)  0.165
H (-2.2006, 1.5122, -0.8715)  0.200
H (-3.0314, -0.0043, -0.4989)  0.194
C (-2.6464, -1.1620, -2.8031)  -0.416
H (-3.5814, -0.8895, -3.3172)  0.162
H (-2.0028, -1.6869, -3.5052)  0.222
H (-2.8908, -1.8384, -1.9837)  0.192
H (-1.2749, 0.3036, -4.2120)  0.222
H (-2.2629, 1.6258, -3.5707)  0.170
H (-0.1629, 2.5995, -3.3885)  0.209
H (1.9509, 1.4323, -3.0244)  0.198
H (1.0616, 0.7219, -4.3974)  0.229
H (2.8637, -0.3418, -1.5510)  0.193
H (2.7120, 1.5508, -0.1710)  0.210
H (1.7028, 2.6853, 1.7695)  0.226
H (-1.6830, 0.6224, 3.7702)  0.174
H (-1.5802, 2.2041, 4.5714)  0.194
H (-3.7309, 1.8581, 3.3063)  0.208
H (-2.8055, 1.7839, 1.8012)  0.205
H (-2.9206, 4.1716, 3.7022)  0.202
H (-1.9051, 4.0776, 2.2629)  0.214
H (-3.6644, 4.0687, 2.1037)  0.211

Output
Total charge: 0
2S+1: 1
SMILES string: CCCOc1ccc([C@H]2/C(=C(/O)c3ccc(F)cc3)C(=O)C(=O)N2CCCN(C)C)cc1
HOMO-LUMO gap: 7.93 eV
E_LUMO: -0.412 eV

=====

Number 1: electronic energy -3687.35252 Ha. Number 2: electronic energy -5117.58395 Ha. Number 3: electronic energy -1480.39444 Ha.